DFT (ωB97M-V/def2-TZVPD) results for a gas-phase ion, C3H10NS2 (charge +1) in a non-equilibrium geometry.

Last column: Löwdin charge in e.
Geometry (Å):
1 C 0.518 1.734 -0.817  -0.089
2 C -0.315 0.658 -0.178  -0.394
3 N -0.127 -0.629 -0.879  0.106
4 C 0.152 0.466 1.357  -0.404
5 S 0.115 -1.311 1.920  0.597
6 S -0.798 -3.105 0.998  0.301
7 H 0.419 2.050 -1.883  0.093
8 H 0.370 2.868 -0.481  0.150
9 H 1.620 1.641 -0.743  0.090
10 H -1.331 0.916 -0.100  0.134
11 H -0.317 -0.607 -1.897  0.185
12 H 0.878 -0.971 -0.739  0.185
13 H -0.613 -1.455 -0.350  0.003
14 H 1.249 0.873 1.268  0.128
15 H -0.343 0.995 2.134  0.053
16 H -1.477 -4.124 0.389  -0.140

Its net charge is +1. The value obtained for the HOMO energy is -12.87 eV. As for the energy relative to the best compared isomer or geometry (same formula, charge and spin): 111.14 kcal/mol. As for the structure (SMILES): C[C@@H]([NH3+])CSS. The total energy comes out at -971.01742 Eh. The gap between HOMO and LUMO is 6.0 eV.